# 1
ORCA calculation (ωB97M-V/def2-TZVPD) on 16 unconnected molecules or ions with the total composition C29H49Cl30F10O6PS3.

The geometry in ORCA input format:
```
! RIJCOSX wB97M-V def2-TZVPD def2/J DEFGRID3
* xyz 0 1
Cl -5.132 1.096 4.590
Cl 5.838 0.625 8.540
Cl -5.832 1.525 0.294
Cl -2.925 0.033 1.664
Cl -9.814 3.335 3.940
Cl 0.147 -7.104 -3.645
Cl 4.095 -1.727 8.512
Cl -5.549 2.360 -2.500
Cl -4.159 -2.172 -3.319
Cl -2.105 -5.573 -4.753
Cl 1.036 -6.452 -7.506
Cl -7.298 0.342 2.744
Cl -6.472 1.190 -5.449
Cl 2.183 -4.873 -10.433
Cl -1.811 -5.849 -7.879
Cl 3.212 -2.684 -8.786
Cl 5.615 -0.711 12.845
Cl 2.265 -8.688 -1.691
Cl -8.923 2.650 1.222
Cl -3.215 -8.548 -10.557
Cl -8.401 -3.272 -0.647
Cl 7.345 1.653 12.892
Cl -1.648 -6.260 -11.489
Cl -5.902 0.330 -8.186
Cl -4.027 -2.653 2.108
Cl -6.846 -1.053 -1.769
Cl -2.138 8.758 1.131
Cl -3.718 -3.069 -6.093
Cl 1.285 -10.936 -3.296
Cl 0.280 7.121 0.896
S 1.258 4.117 -1.162
S 3.664 1.460 3.399
S 5.511 0.530 1.266
P 2.071 3.193 0.363
F 1.270 3.428 3.548
F 0.264 6.479 5.984
F 2.981 4.824 3.581
F 7.593 4.073 2.444
F 4.373 3.291 5.185
F 2.656 2.086 5.663
F 2.512 4.765 6.515
F 0.563 3.969 5.891
F 2.187 6.935 5.140
F 0.602 6.078 3.895
O 5.785 -0.626 2.027
O 6.624 1.031 0.530
O 2.515 1.088 2.642
O 4.144 0.384 4.207
O 1.964 0.458 -0.991
O 4.266 0.347 0.337
C -6.478 1.661 3.586
C 5.977 0.852 12.105
C -3.264 -6.872 -11.110
C 4.465 -0.177 7.755
C 4.135 1.461 -0.582
C -0.219 -5.955 -8.654
C 1.648 4.645 5.501
C -1.269 -7.129 -4.704
C -5.284 2.795 -0.810
C -7.382 -1.867 -0.298
C 3.503 -4.314 -9.398
C 1.177 6.080 5.093
C 6.684 3.652 3.392
C 6.299 2.198 3.210
C -3.395 -1.180 2.859
C 2.564 -10.343 -2.228
C -0.450 -0.986 -0.176
C 2.278 3.895 4.274
C -0.629 8.255 1.902
C -4.750 -2.152 -4.983
C 3.250 2.772 4.677
C 3.877 2.812 0.096
C 4.766 3.112 1.341
C 3.065 1.056 -1.599
C 5.048 1.956 2.319
C -10.209 3.350 2.215
C 1.891 -0.966 -1.037
C -7.031 1.183 -7.126
C 0.465 -1.378 -1.339
H -0.044 -0.169 0.412
H 0.478 -2.463 -1.403
H -0.944 -7.376 -5.706
H -6.091 2.360 2.856
H 2.738 1.938 -2.143
H 4.711 -0.343 6.713
H 6.085 1.816 4.201
H 4.364 3.994 1.830
H -4.225 2.960 -0.651
H 1.372 2.033 0.698
H 7.167 3.744 4.363
H -3.871 -6.817 -12.006
H 5.105 1.489 12.197
H -4.166 -0.723 3.475
H -0.659 -1.816 0.490
H -5.741 -2.591 -5.006
H -7.991 0.683 -7.168
H 2.613 -10.985 -1.358
H -4.786 -1.123 -5.314
H -5.844 3.700 -0.599
H -11.113 2.772 2.066
H 2.110 4.107 1.425
H 4.418 -4.312 -9.978
H 2.119 -1.345 -0.039
H 4.148 3.561 -0.641
H 0.140 -0.938 -2.274
H -7.955 -1.164 0.297
H -2.528 -1.440 3.456
H -1.407 -0.653 -0.563
H -6.508 -2.199 0.251
H 3.587 -4.993 -8.557
H 5.840 4.335 3.414
H -7.205 2.144 4.226
H 7.151 1.634 2.849
H 5.044 1.563 -1.167
H -0.019 9.134 2.073
H -3.686 -6.257 -10.324
H 2.600 -1.418 -1.726
H 3.503 -10.367 -2.768
H 3.563 0.423 -2.335
H -10.364 4.377 1.909
H -1.959 -7.879 -4.335
H 6.221 0.692 11.062
H -0.270 -6.682 -9.452
H 0.037 -4.984 -9.048
H -7.122 2.208 -7.465
H 5.736 3.410 0.956
H -0.868 7.773 2.842
H 3.598 0.467 7.838
*
```

## Properties
LUMO level, eV: -0.1
HOMO level, eV: -8.75
Maximum force, eV Å⁻¹: 2.710

Here are the Mulliken charges for atoms 1 to 4, given in e:
1 Cl -0.207
2 Cl -0.205
3 Cl -0.022
4 Cl -0.053

---

# 2
ORCA calculation (ωB97M-V/def2-TZVPD) on a molecular structure, C29H49NP2Pb.

The geometry in ORCA input format:
```
! RIJCOSX wB97M-V def2-TZVPD def2/J DEFGRID3
* xyz 2 1
Pb 2.730 1.998 -1.625
P -0.151 1.079 -3.729
P 1.833 -0.406 -1.941
N 3.026 1.463 0.748
C 5.398 0.767 0.524
C -1.676 -0.368 -1.692
C 1.117 -2.103 -2.044
C -2.960 1.455 -0.513
C -1.154 -1.685 2.331
C -4.589 -0.303 -1.428
C -2.927 -0.112 3.342
C 4.183 0.992 1.320
C 0.535 -1.407 3.861
C -4.122 -0.557 -2.827
C -1.578 -0.715 3.280
C -1.982 -2.244 1.240
C 1.434 0.196 -3.670
C 0.983 -3.089 1.955
C -3.107 0.426 -3.483
C 3.618 -0.860 -2.056
C -0.583 1.278 -5.493
C -0.042 2.771 -3.166
C -1.661 0.018 -3.087
C 2.704 1.342 2.996
C 2.135 1.707 1.761
C -1.643 0.612 -0.606
C 4.004 0.868 2.714
C 0.166 -2.089 2.671
C 0.821 2.330 1.542
C 1.769 -1.631 4.640
C -0.483 0.465 5.307
C -0.513 -0.512 4.202
C -4.212 0.599 -0.497
H 0.206 -2.174 -1.444
H 6.285 0.847 1.169
H -3.687 -1.569 -2.901
H 1.575 -1.512 5.714
H -2.974 0.655 4.122
H -1.494 0.672 5.675
H -2.938 2.078 0.402
H -3.208 0.352 2.384
H 0.631 -4.116 2.146
H -3.695 -0.871 3.570
H 0.735 2.770 0.537
H -2.700 -1.505 0.863
H -0.766 1.285 -0.734
H 0.738 3.274 -3.769
H 1.842 -2.849 -1.678
H 4.755 0.511 3.410
H 0.872 -2.338 -3.089
H -3.206 0.350 -4.577
H 0.952 -2.924 0.868
H 0.648 3.131 2.278
H -0.993 3.287 -3.372
H -1.662 1.479 -5.615
H -1.916 -1.406 -1.448
H 2.219 0.887 -4.026
H -5.018 -0.602 -3.468
H -1.357 -2.587 0.405
H -4.862 0.781 0.365
H -3.364 1.465 -3.229
H -0.019 2.145 -5.881
H 5.406 -0.232 0.056
H 0.122 0.090 6.141
H 2.029 -3.032 2.278
H 3.798 -1.412 -2.986
H 4.324 -0.009 -2.015
H -1.421 -0.906 -3.651
H -2.966 2.160 -1.366
H -0.044 1.426 4.990
H 2.209 1.449 3.959
H 0.176 2.864 -2.086
H 2.144 -2.648 4.473
H -5.386 -0.993 -1.125
H 0.001 1.600 1.671
H 3.831 -1.508 -1.193
H -1.488 0.127 0.372
H 1.423 -0.650 -4.379
H 2.565 -0.929 4.364
H -2.576 -3.109 1.580
H 5.501 1.529 -0.264
H -0.317 0.385 -6.076
*
```

## Properties
LUMO level (alpha / beta), eV: -8.0 / -7.9
HOMO level (alpha / beta), eV: -11.10 / -10.98
Maximum force, eV Å⁻¹: 4.217
Energy relative to the best compared isomer or geometry (same formula, charge and spin), kcal/mol: 12.5

Here are the Mulliken charges for atoms 1 to 4, given in e:
1 Pb 0.739
2 P 1.573
3 P 1.224
4 N -0.105